[1]
ORCA calculation (ωB97M-V/def2-TZVPD) on a cluster of 2 separate species, C4H10O2 in total in a non-equilibrium geometry.

Properties
E_HOMO in Eh: -0.34638
Kohn-Sham gap in eV: 10.32

Positions of all 16 atoms, in Å:
C 1.076 -0.570 -1.965
C 0.653 1.394 0.510
C -0.515 0.776 0.586
O 0.557 -1.271 -0.879
C -0.785 -0.422 1.451
O -1.689 -1.325 0.809
H 2.167 -0.637 -1.856
H 0.791 -1.006 -2.935
H 0.845 0.518 -1.974
H 1.562 0.959 0.932
H 0.735 2.352 0.007
H -1.403 1.151 0.076
H -0.397 -1.394 -0.987
H -1.263 0.008 2.347
H 0.144 -0.932 1.750
H -1.965 -1.974 1.469

natural (NBO) atomic charge list, values in e, 2 entries:
1. C -0.249
2. C -0.402

***

[2]
ORCA calculation (ωB97M-V/def2-TZVPD) on a cluster of 2 separate species, C4H10O2 in total in a non-equilibrium geometry.

Properties
E_HOMO in Eh: -0.37031
Kohn-Sham gap in eV: 10.88

Positions of all 16 atoms, in Å:
O -1.494 1.292 0.760
C -0.378 1.741 0.673
C 0.632 1.195 -0.306
C 0.699 -0.322 -0.323
C 1.816 -0.927 -1.177
H -0.080 2.657 1.207
H 0.239 1.529 -1.261
H 1.605 1.688 -0.160
H 0.701 -0.816 0.648
H -0.243 -0.646 -0.764
H 2.080 -1.903 -0.745
H 2.687 -0.291 -1.305
H 1.524 -1.250 -2.174
H -2.921 -0.659 1.376
H -3.424 -1.810 2.230
O -3.444 -1.479 1.322

natural (NBO) atomic charge list, values in e, 2 entries:
1. O -0.544
2. C 0.461

***

[3]
ORCA calculation (ωB97M-V/def2-TZVPD) on an isolated molecule of C4H10O2 in a non-equilibrium geometry.

Properties
E_HOMO in Eh: -0.35847
Kohn-Sham gap in eV: 10.76

Positions of all 16 atoms, in Å:
C 1.830 0.856 0.479
O 0.527 0.546 0.918
C -0.221 -0.186 -0.047
C 0.120 -1.668 -0.062
C -1.693 0.232 0.010
O -1.834 1.201 -1.024
H 2.460 -0.038 0.375
H 1.799 1.369 -0.494
H 2.292 1.522 1.215
H -0.114 0.240 -1.043
H 1.149 -1.796 -0.413
H -0.547 -2.172 -0.768
H 0.024 -2.152 0.915
H -2.357 -0.580 -0.307
H -2.003 0.590 1.001
H -1.431 2.037 -0.756

natural (NBO) atomic charge list, values in e, 2 entries:
1. C -0.247
2. O -0.541

***

[4]
ORCA calculation (ωB97M-V/def2-TZVPD) on an isolated molecule of C4H10O2.

Properties
E_HOMO in Eh: -0.37124
Kohn-Sham gap in eV: 11.04

Positions of all 16 atoms, in Å:
C -0.452 -2.382 0.272
O 0.139 -1.322 -0.432
C -0.604 -0.147 -0.267
C 0.126 1.026 -0.913
C 1.074 1.723 0.080
O 0.500 1.940 1.353
H -1.469 -2.593 -0.097
H 0.171 -3.267 0.134
H -0.522 -2.140 1.345
H -0.766 0.038 0.835
H -1.635 -0.271 -0.631
H 0.744 0.683 -1.755
H -0.609 1.730 -1.320
H 1.998 1.126 0.162
H 1.331 2.706 -0.330
H -0.027 1.151 1.562

natural (NBO) atomic charge list, values in e, 2 entries:
1. C -0.249
2. O -0.532

***

[5]
ORCA calculation (ωB97M-V/def2-TZVPD) on a cluster of 2 separate species, C4H10O2 in total.

Properties
E_HOMO in Eh: -0.36970
Kohn-Sham gap in eV: 10.93

Positions of all 16 atoms, in Å:
C 1.249 2.141 0.179
C 1.672 0.891 0.340
C -1.240 -0.182 0.063
O -1.084 0.629 -1.076
C -0.527 -1.535 0.008
O -1.431 -2.456 -0.570
H 1.420 2.683 -0.749
H -0.302 1.175 -0.925
H 0.690 2.661 0.953
H 2.172 0.348 -0.459
H 1.495 0.340 1.261
H -0.947 0.349 0.981
H -2.306 -0.408 0.133
H -0.251 -1.845 1.033
H 0.405 -1.466 -0.577
H -1.015 -3.325 -0.596

natural (NBO) atomic charge list, values in e, 2 entries:
1. C -0.425
2. C -0.379

***

[6]
ORCA calculation (ωB97M-V/def2-TZVPD) on an isolated molecule of C4H10O2 in a non-equilibrium geometry.

Properties
E_HOMO in Eh: -0.36619
Kohn-Sham gap in eV: 11.00

Positions of all 16 atoms, in Å:
C 1.139 -1.411 -0.298
C 0.054 0.557 0.525
C 1.025 1.493 -0.139
C -2.076 -0.308 0.100
H 1.023 -2.591 -0.229
H 0.577 -1.098 -1.236
H 2.300 -1.174 -0.430
H -0.475 0.893 1.420
H 1.296 1.087 -1.091
H 0.625 2.496 -0.175
H 1.978 1.701 0.440
H -3.078 0.035 -0.438
H -2.153 0.064 1.151
H -1.964 -1.408 0.031
O 0.677 -0.657 0.856
O -0.949 0.321 -0.488

natural (NBO) atomic charge list, values in e, 2 entries:
1. C -0.301
2. C 0.377

***

[7]
ORCA calculation (ωB97M-V/def2-TZVPD) on an isolated molecule of C4H10O2.

Properties
E_HOMO in Eh: -0.26395
Kohn-Sham gap in eV: 7.69

Positions of all 16 atoms, in Å:
C -1.681 -0.931 0.129
C -0.560 0.090 -0.091
C 0.605 -0.589 -0.809
O 1.550 0.432 -1.199
C -0.309 0.685 1.293
O 1.117 1.627 1.071
H -2.064 -1.322 -0.820
H -1.322 -1.777 0.729
H -2.502 -0.461 0.676
H -0.936 0.866 -0.778
H 0.271 -1.123 -1.711
H 1.090 -1.309 -0.132
H 2.377 0.009 -1.462
H 0.702 2.497 1.053
H 0.185 -0.112 1.882
H 1.475 1.417 0.169

natural (NBO) atomic charge list, values in e, 2 entries:
1. C -0.600
2. C -0.349

***

[8]
ORCA calculation (ωB97M-V/def2-TZVPD) on a cluster of 2 separate species, C4H10O2 in total in a non-equilibrium geometry.

Properties
E_HOMO in Eh: -0.36107
Kohn-Sham gap in eV: 10.64

Positions of all 16 atoms, in Å:
C -2.623 0.061 0.274
O -3.405 -0.827 0.977
C -3.350 0.324 -1.040
H -2.620 0.946 1.064
H -1.693 -0.185 0.081
H -3.367 -1.887 0.783
H -4.506 0.127 -0.887
H -3.473 1.355 -1.397
H -3.045 -0.217 -1.927
O 2.870 1.095 -0.573
C 3.225 0.148 -0.012
C 4.649 -0.019 0.548
H 2.459 -0.713 0.063
H 5.054 -0.832 -0.039
H 4.661 -0.293 1.550
H 5.164 0.916 0.535

natural (NBO) atomic charge list, values in e, 2 entries:
1. C -0.047
2. O -0.740

***

[9]
ORCA calculation (ωB97M-V/def2-TZVPD) on an isolated molecule of C4H10O2 in a non-equilibrium geometry.

Properties
E_HOMO in Eh: -0.35526
Kohn-Sham gap in eV: 10.41

Positions of all 16 atoms, in Å:
O 1.709 -0.936 -0.793
C 1.381 0.422 -1.003
C -0.171 0.504 -1.138
C -0.980 0.652 0.166
C -0.981 -0.524 1.149
O 0.344 -0.777 1.613
H 1.255 -1.061 0.061
H 1.877 1.009 -0.192
H 1.891 0.822 -1.894
H -0.483 -0.461 -1.572
H -0.504 1.250 -1.876
H -2.042 0.820 -0.069
H -0.605 1.540 0.680
H -1.403 -1.431 0.683
H -1.621 -0.267 2.009
H 0.333 -1.562 2.176

natural (NBO) atomic charge list, values in e, 2 entries:
1. O -0.739
2. C -0.077

***

[10]
ORCA calculation (ωB97M-V/def2-TZVPD) on a cluster of 2 separate species, C4H10O2 in total.

Properties
E_HOMO in Eh: -0.26404
Kohn-Sham gap in eV: 7.75

Positions of all 16 atoms, in Å:
O -1.850 1.049 -1.290
C -1.755 0.101 -0.260
C -0.612 -0.855 -0.448
C 1.029 -0.449 1.377
C 1.576 0.554 0.547
O 0.750 0.453 -0.883
H -0.945 1.382 -1.402
H -1.694 0.572 0.731
H -2.682 -0.490 -0.285
H -0.519 -1.201 -1.478
H -0.555 -1.673 0.256
H 1.576 -1.380 1.509
H 0.382 -0.169 2.205
H 2.601 0.436 0.187
H 1.368 1.592 0.806
H 1.330 0.079 -1.572

natural (NBO) atomic charge list, values in e, 2 entries:
1. O -0.719
2. C -0.135

***

[11]
ORCA calculation (ωB97M-V/def2-TZVPD) on an isolated molecule of C4H10O2 in a non-equilibrium geometry.

Properties
E_HOMO in Eh: -0.35911
Kohn-Sham gap in eV: 10.73

Positions of all 16 atoms, in Å:
C 0.110 1.812 -1.785
O -0.308 1.525 -0.474
C -0.415 0.131 -0.308
C 0.173 -0.409 0.992
C -0.626 -1.554 1.594
O 1.436 -1.030 0.590
H 1.061 1.297 -1.996
H -0.624 1.482 -2.538
H 0.257 2.890 -1.870
H 0.334 -0.388 -0.929
H -1.428 -0.218 -0.568
H 0.385 0.385 1.718
H 0.034 -2.106 2.265
H -0.956 -2.233 0.799
H -1.515 -1.236 2.151
H 2.084 -0.349 0.358

natural (NBO) atomic charge list, values in e, 2 entries:
1. C -0.243
2. O -0.539

***

[12]
ORCA calculation (ωB97M-V/def2-TZVPD) on a cluster of 2 separate species, C4H10O2 in total.

Properties
E_HOMO in Eh: -0.36483
Kohn-Sham gap in eV: 10.99

Positions of all 16 atoms, in Å:
C -0.991 2.662 -0.749
O -0.729 2.200 0.555
C -0.499 -0.780 -0.314
C 0.435 -1.171 0.742
C 1.341 -2.360 0.595
O 0.724 -0.066 -0.119
H -0.072 2.899 -1.304
H -1.568 1.937 -1.349
H -1.583 3.577 -0.667
H -0.538 -1.365 -1.232
H -1.395 -0.215 -0.060
H 0.187 -0.869 1.761
H 2.295 -2.189 1.105
H 1.545 -2.545 -0.464
H 0.873 -3.251 1.025
H -0.023 1.537 0.476

natural (NBO) atomic charge list, values in e, 2 entries:
1. C -0.247
2. O -0.745

***

[13]
ORCA calculation (ωB97M-V/def2-TZVPD) on an isolated molecule of C4H10O2 in a non-equilibrium geometry.

Properties
E_HOMO in Eh: -0.36887
Kohn-Sham gap in eV: 11.02

Positions of all 16 atoms, in Å:
C 1.546 -0.872 -0.069
C 0.570 0.057 0.631
O 1.195 1.333 0.773
C -0.635 0.435 -0.223
C -1.703 -0.662 -0.417
O -1.309 1.503 0.362
H 1.904 -0.371 -0.978
H 1.113 -1.835 -0.356
H 2.412 -1.042 0.575
H 0.253 -0.334 1.606
H 1.145 1.599 -0.193
H 0.083 0.960 -1.132
H -1.344 -1.556 -0.931
H -2.072 -0.989 0.574
H -2.584 -0.264 -0.931
H -0.573 2.037 0.710

natural (NBO) atomic charge list, values in e, 2 entries:
1. C -0.633
2. C 0.039

***

[14]
ORCA calculation (ωB97M-V/def2-TZVPD) on an isolated molecule of C4H10O2.

Properties
E_HOMO in Eh: -0.37219
Kohn-Sham gap in eV: 11.10

Positions of all 16 atoms, in Å:
C 1.869 0.770 -1.142
O 0.545 0.382 -0.862
C 0.490 -0.688 0.064
C -0.962 -1.066 0.306
C -1.813 0.160 0.680
O -1.113 1.078 1.498
H 2.469 -0.082 -1.495
H 1.832 1.528 -1.928
H 2.363 1.195 -0.254
H 0.950 -0.371 1.012
H 1.064 -1.549 -0.316
H -1.388 -1.535 -0.590
H -0.975 -1.817 1.106
H -2.168 0.649 -0.239
H -2.698 -0.152 1.245
H -0.466 1.499 0.915

natural (NBO) atomic charge list, values in e, 2 entries:
1. C -0.248
2. O -0.558

***

[15]
ORCA calculation (ωB97M-V/def2-TZVPD) on a cluster of 2 separate species, C4H10O2S in total.

Properties
E_HOMO (spin up / spin down) in Eh: 0.02559 / -0.18758
Kohn-Sham gap (spin up / spin down) in eV: 2.59 / 8.33
<S²>: 0.751
Multiplicity: 2
Net charge: -1

Positions of all 17 atoms, in Å:
O 1.651 0.213 -2.677
C 1.506 1.088 -1.873
C 0.487 1.147 -0.778
C -0.235 -0.164 -0.501
C -1.434 0.016 0.417
S -1.957 -1.547 1.174
H 2.149 1.990 -1.931
H 0.965 1.496 0.141
H -0.190 1.958 -1.085
H 0.487 -0.808 -0.002
H -0.548 -0.681 -1.404
H -1.147 0.751 1.175
H -2.303 0.409 -0.112
H -2.614 -1.940 0.018
H 0.579 -0.698 2.523
H 1.170 -2.080 2.423
O 1.437 -1.151 2.491

natural (NBO) atomic charge list, values in e, 2 entries:
1. O -0.535
2. C 0.459

***

Per-record relative energy (zero: lowest compared OMol25 entry of this formula, charge and spin), kcal/mol: 48.5, 23.0, 35.6, 34.1, 48.0, 48.5, 93.9, 65.6, 24.0, 128.4, 37.3, 46.6, 34.6, 27.2, 0.0